{
  "formula": "C51H123N13O9",
  "method": "the ωB97M-V functional and the def2-TZVPD basis",
  "species": ["C", "C", "N", "C", "C", "C", "C", "H", "H", "H", "H", "H", "H", "H", "H", "H", "H", "H", "H", "H", "H", "H", "C", "C", "N", "C", "C", "C", "C", "H", "H", "H", "H", "H", "H", "H", "H", "H", "H", "H", "H", "H", "H", "H", "C", "C", "N", "C", "C", "C", "C", "H", "H", "H", "H", "H", "H", "H", "H", "H", "H", "H", "H", "H", "H", "H", "C", "C", "N", "C", "C", "C", "C", "H", "H", "H", "H", "H", "H", "H", "H", "H", "H", "H", "H", "H", "H", "H", "C", "C", "O", "N", "C", "H", "H", "H", "H", "H", "H", "H", "C", "C", "O", "N", "C", "H", "H", "H", "H", "H", "H", "H", "C", "C", "O", "N", "C", "H", "H", "H", "H", "H", "H", "H", "C", "C", "O", "N", "C", "H", "H", "H", "H", "H", "H", "H", "C", "C", "O", "N", "C", "H", "H", "H", "H", "H", "H", "H", "C", "C", "O", "N", "C", "H", "H", "H", "H", "H", "H", "H", "C", "C", "O", "N", "C", "H", "H", "H", "H", "H", "H", "H", "C", "C", "O", "N", "C", "H", "H", "H", "H", "H", "H", "H", "C", "C", "O", "N", "C", "H", "H", "H", "H", "H", "H", "H"],
  "coordinates": [[-7.14986, 18.29286, -3.22711], [-8.45442, 17.93980, -4.02808], [-8.34742, 16.62494, -4.64432], [-9.49368, 16.03181, -5.30103], [-10.68049, 15.90466, -4.40002], [-7.13597, 16.42048, -5.46309], [-7.04387, 17.35761, -6.66950], [-6.31321, 18.28177, -3.92480], [-6.99350, 17.53677, -2.45986], [-7.24703, 19.30153, -2.82875], [-9.28482, 18.00653, -3.32341], [-8.62857, 18.73546, -4.76349], [-9.79004, 16.62881, -6.17651], [-9.14326, 15.11206, -5.77100], [-10.53921, 15.27452, -3.52241], [-11.17516, 16.86286, -4.24577], [-11.39896, 15.38564, -5.04288], [-7.10253, 15.34431, -5.66042], [-6.21638, 16.34535, -4.87516], [-7.98686, 17.53116, -7.19073], [-6.39483, 17.03443, -7.48625], [-6.63740, 18.32944, -6.38116], [-7.47486, 14.82870, -13.75268], [-6.34990, 14.68850, -12.71985], [-6.70991, 13.56114, -11.83966], [-6.11984, 12.30236, -12.31722], [-6.63876, 11.07989, -11.66741], [-6.33340, 13.83338, -10.47196], [-7.34703, 14.78072, -9.80815], [-7.53490, 15.81724, -14.21204], [-8.44569, 14.77889, -13.25058], [-7.57227, 14.00774, -14.46236], [-5.46347, 14.42526, -13.30360], [-6.22448, 15.64614, -12.21888], [-6.25067, 12.26170, -13.40206], [-5.02252, 12.24937, -12.27237], [-7.67818, 11.31206, -11.42072], [-6.70384, 10.17562, -12.27176], [-6.03253, 10.84863, -10.79193], [-5.28911, 14.13943, -10.33492], [-6.40213, 12.93456, -9.85507], [-7.37972, 15.78200, -10.24540], [-7.10261, 15.00298, -8.76779], [-8.32573, 14.31455, -9.91075], [-11.42410, 12.86682, -1.22941], [-10.33361, 12.00536, -1.88461], [-10.86961, 11.07107, -2.87303], [-11.42823, 11.69031, -4.05486], [-10.30565, 12.03365, -5.04920], [-11.70905, 10.00994, -2.29512], [-11.69080, 8.64574, -2.98529], [-12.05776, 12.18666, -0.65783], [-12.02334, 13.40231, -1.96154], [-10.91860, 13.52690, -0.52445], [-9.73746, 12.68855, -2.49996], [-9.63357, 11.56347, -1.17534], [-12.02499, 10.88659, -4.49164], [-12.11006, 12.53839, -3.93813], [-9.86563, 12.99228, -4.76739], [-9.53367, 11.26610, -5.06427], [-10.69507, 12.13760, -6.06339], [-12.73270, 10.32029, -2.05493], [-11.33499, 9.82947, -1.28296], [-12.35263, 8.57507, -3.85149], [-11.91507, 7.78120, -2.36412], [-10.69291, 8.57630, -3.42450], [-16.08269, 18.91991, -5.62956], [-15.68170, 19.50399, -6.97201], [-14.26750, 19.39622, -7.31419], [-13.84503, 18.04886, -7.67785], [-12.45735, 17.71704, -7.10666], [-13.87819, 20.43628, -8.24691], [-13.86121, 21.85433, -7.65413], [-15.28348, 18.98007, -4.88243], [-16.24969, 17.84115, -5.61684], [-16.87180, 19.50758, -5.16203], [-16.41769, 19.13317, -7.69490], [-15.93332, 20.55509, -6.83624], [-14.56622, 17.24796, -7.50906], [-13.73877, 17.92241, -8.76356], [-12.12657, 16.73939, -7.46982], [-11.75380, 18.41389, -7.56439], [-12.37794, 17.65017, -6.02292], [-14.48491, 20.37553, -9.16585], [-12.97282, 20.24255, -8.83133], [-13.01458, 21.90518, -6.96501], [-14.70214, 22.08806, -7.00066], [-13.80027, 22.71549, -8.31845], [-2.75580, 13.75251, -0.28937], [-2.43562, 15.12276, -0.81840], [-1.29905, 15.40057, -1.20331], [-3.48857, 15.95374, -0.90015], [-3.36459, 17.32344, -1.39870], [-3.27685, 13.82021, 0.66630], [-1.77489, 13.29137, -0.19113], [-3.42440, 13.17274, -0.92633], [-4.43292, 15.58901, -0.87966], [-4.29458, 17.56464, -1.90908], [-2.55510, 17.34002, -2.12828], [-3.06526, 17.87169, -0.50604], [-12.18540, 17.85396, -1.63028], [-12.68693, 16.60695, -0.88994], [-13.16181, 15.65220, -1.49494], [-12.40355, 16.62105, 0.42198], [-12.57048, 15.43530, 1.23620], [-11.31969, 17.67915, -2.26529], [-12.03138, 18.76733, -1.05113], [-12.99779, 18.23497, -2.25506], [-11.85959, 17.38516, 0.78333], [-12.28093, 15.57900, 2.27835], [-11.84295, 14.69352, 0.90400], [-13.58726, 15.05323, 1.30089], [-10.26519, 20.78370, -6.15094], [-9.37737, 22.00175, -6.04950], [-9.62449, 22.88658, -5.23119], [-8.44113, 22.11140, -7.01570], [-7.60344, 23.26183, -7.37704], [-10.96475, 20.63420, -6.97129], [-10.66834, 20.61399, -5.15531], [-9.52487, 20.02341, -6.43013], [-8.27084, 21.28665, -7.57293], [-6.57979, 22.88290, -7.45138], [-7.55086, 24.02885, -6.60761], [-7.72721, 23.71602, -8.36026], [-10.12649, 24.55096, -2.53410], [-10.09030, 23.24352, -1.73513], [-10.30545, 23.15725, -0.53110], [-9.79071, 22.15607, -2.46410], [-9.54664, 20.82894, -1.99145], [-9.07481, 24.73430, -2.75856], [-10.52602, 25.29635, -1.84810], [-10.69373, 24.60505, -3.46039], [-9.78824, 22.25511, -3.47530], [-10.21420, 20.61886, -1.15501], [-8.51923, 20.80128, -1.61442], [-9.57110, 20.07712, -2.77812], [-16.77789, 15.25745, -2.27663], [-16.31931, 15.35414, -3.72526], [-17.09415, 15.37835, -4.67923], [-14.97143, 15.21672, -3.82685], [-14.11593, 15.40492, -5.01996], [-17.76802, 14.79830, -2.27267], [-16.95441, 16.21394, -1.78536], [-16.14743, 14.57832, -1.70459], [-14.46988, 15.20003, -2.95224], [-13.48991, 16.15282, -4.52992], [-14.47088, 15.73747, -5.98978], [-13.55298, 14.48567, -5.18680], [-6.07932, 19.46817, -9.30130], [-7.46235, 19.62337, -10.00428], [-8.41633, 19.89704, -9.29249], [-7.45632, 19.56572, -11.33978], [-8.57304, 19.79370, -12.24880], [-5.92099, 18.39946, -9.16085], [-6.32766, 19.81868, -8.29831], [-5.25826, 20.10328, -9.62617], [-6.57680, 19.27995, -11.73901], [-8.32722, 20.71184, -12.78930], [-9.51596, 20.11683, -11.81095], [-8.75441, 18.98206, -12.94977], [-3.44411, 19.44507, -6.21768], [-3.34729, 19.90034, -4.72375], [-2.46074, 19.45294, -4.02866], [-4.28170, 20.78919, -4.30289], [-5.16519, 21.64280, -5.06064], [-4.18395, 18.64951, -6.31847], [-2.47948, 19.00977, -6.46679], [-3.72772, 20.29773, -6.83325], [-4.25635, 20.89161, -3.29829], [-4.57799, 22.47974, -5.44049], [-6.03106, 21.98546, -4.49415], [-5.68469, 21.13030, -5.87344], [-6.73979, 14.53013, -2.27104], [-6.60022, 14.22722, -0.75460], [-5.93097, 14.85574, 0.03699], [-7.42235, 13.20877, -0.44079], [-7.71619, 12.94114, 0.95549], [-7.23634, 13.71581, -2.79567], [-5.81079, 14.77676, -2.78665], [-7.34617, 15.43130, -2.35902], [-7.77378, 12.67934, -1.21851], [-6.97917, 12.30485, 1.45364], [-8.70190, 12.48894, 1.03241], [-7.61617, 13.86309, 1.51323], [-8.87296, 16.50778, 3.25362], [-9.01868, 15.87389, 1.90676], [-9.14490, 14.66131, 1.80476], [-9.12723, 16.66089, 0.80889], [-9.18925, 15.97897, -0.50521], [-9.51969, 16.03474, 3.99297], [-9.01717, 17.58701, 3.29637], [-7.89647, 16.25906, 3.67386], [-9.39934, 17.61361, 0.98929], [-9.51131, 16.55776, -1.37162], [-9.96880, 15.21990, -0.45100], [-8.22658, 15.55920, -0.76561]],
  "mulliken_charge": [-0.720, 2.739, 1.298, -0.855, 0.024, -1.383, -0.635, 0.162, -0.208, 0.396, -1.822, -0.780, -0.131, 0.665, -0.532, 0.245, 0.311, 0.847, 0.363, 0.208, 0.540, -0.374, -1.271, -0.565, 0.345, -0.552, -1.347, -0.758, -0.732, 0.382, 0.333, 0.296, 0.368, 0.383, 0.470, 0.367, 0.324, 0.379, 0.314, 0.265, 0.366, 0.149, 0.185, 0.295, 0.395, -0.302, 0.425, -0.542, -0.797, -0.608, -1.302, 0.621, -0.124, -0.865, -0.756, 0.605, 0.406, 0.193, -0.237, 0.319, 0.455, 0.343, 0.443, 0.318, 0.396, 0.328, -1.299, -0.476, 0.617, -1.549, -0.617, -0.826, -1.086, 0.225, 0.290, 0.457, 0.323, 0.336, 0.588, 0.354, 0.486, 0.306, 0.073, 0.414, 0.480, 0.122, 0.324, 0.405, -0.948, 0.785, -0.690, -0.006, -0.840, 0.254, 0.339, 0.182, 0.145, -0.035, 0.429, 0.333, -1.060, 0.492, -0.567, -0.119, -0.646, -0.301, 0.534, 0.434, 0.289, 0.346, 0.040, 0.298, -0.386, 0.548, -0.811, 0.409, -0.975, 0.413, 0.179, -0.278, -0.188, 0.272, 0.339, 0.316, -1.005, 0.711, -0.699, 0.226, -0.688, 0.229, 0.332, 0.243, 0.158, 0.443, 0.308, -0.151, -1.111, 0.757, -0.686, 0.052, -0.601, 0.400, 0.224, 0.251, 0.307, 0.119, 0.231, 0.237, -0.526, 0.637, -0.611, -0.173, -0.930, 0.275, -0.367, 0.531, 0.231, 0.366, 0.306, 0.278, -0.819, 0.601, -0.644, -0.076, -0.750, 0.019, 0.400, 0.329, 0.267, 0.414, 0.409, -0.082, -0.950, 0.221, -0.711, 0.189, -0.949, 0.302, 0.615, -0.187, 0.207, 0.379, 0.243, 0.342, -1.433, 0.679, -0.613, 0.076, 1.817, 0.335, 0.410, 0.324, 0.354, -0.224, -0.464, -0.884],
  "molar_mass_g_mol": 1062.63,
  "de_lowest_ev": 0.000,
  "homo_energy_ev": -8.47,
  "largest_force_ev_per_a": 2.50
}